1.
Here is a structure of composition C35H32N9OS2V at a distorted geometry from the OMol25 dataset. Energies are from ωB97M-V with the def2-TZVPD basis set.

Properties
Kohn-Sham gap (alpha / beta) = 5.8 / 5.8 eV
relative energy (zero: lowest compared OMol25 entry of this formula, charge and spin) = 4.532 eV
E_LUMO (alpha / beta) = -3.67 / -3.84 eV
total charge = +1
HOMO energy (alpha / beta) = -9.48 / -9.68 eV
multiplicity = 2

Geometry (Å):
1 V -0.0328 0.8427 0.1208
2 N -2.3064 2.8406 -2.3113
3 C -1.9504 2.1377 -1.2442
4 S -1.0731 2.9217 0.0196
5 N -2.3704 0.8591 -1.2295
6 N -1.9456 0.0518 -0.2346
7 C -2.6834 -1.0243 -0.1210
8 C -3.8827 -1.2100 -0.9942
9 C -5.1491 -1.2233 -0.4167
10 C -6.2826 -1.4004 -1.2023
11 C -6.1525 -1.5723 -2.5731
12 C -4.8869 -1.5616 -3.1549
13 C -3.7591 -1.3766 -2.3701
14 C -2.4604 -2.1014 0.8862
15 C -3.1588 -3.3000 0.8112
16 C -2.9719 -4.2843 1.7660
17 C -2.0884 -4.0856 2.8114
18 C -1.3989 -2.9045 2.8365
19 N -1.6052 -1.9784 1.8958
20 H -1.9626 3.7779 -2.4180
21 H -2.7577 2.3747 -3.0863
22 H -5.2540 -1.0868 0.6577
23 H -7.2647 -1.4046 -0.7417
24 H -7.0348 -1.7136 -3.1890
25 H -4.7801 -1.6951 -4.2255
26 H -2.7767 -1.3722 -2.8276
27 H -3.8369 -3.4535 -0.0145
28 H -3.5140 -5.2216 1.6862
29 H -1.9333 -4.8328 3.5770
30 H -0.6725 -2.6501 3.5989
31 N -0.5463 0.8223 1.9668
32 C 0.0207 0.8182 3.2526
33 C -0.7993 0.6752 4.3823
34 C -0.2674 0.6115 5.6550
35 C 1.1130 0.6860 5.8292
36 C 1.9234 0.8705 4.7258
37 C 1.4001 0.9639 3.4253
38 C 2.2280 1.2576 2.2510
39 C 3.6018 1.8131 2.4580
40 C 4.5104 2.0250 1.4982
41 C 4.2324 1.6557 0.0696
42 C 2.7054 1.4640 -0.1051
43 C 1.7544 1.0756 0.9993
44 H -1.5392 0.9876 2.0651
45 H -1.0268 -1.1037 1.9199
46 H -1.8772 0.6159 4.2378
47 H -0.9222 0.5085 6.5129
48 H 1.5431 0.6313 6.8212
49 H 2.9974 0.9440 4.8717
50 H 3.8750 2.0810 3.4765
51 H 5.4945 2.4095 1.7677
52 H 4.8823 0.8346 -0.2598
53 H 2.5689 0.8470 -0.9659
54 O 0.4077 0.7711 -1.5669
55 C 0.7143 0.7271 -2.9237
56 C 0.0871 -0.2410 -3.6924
57 C 0.3195 -0.3327 -5.0580
58 C 1.2160 0.5239 -5.6770
59 C 1.9066 1.4499 -4.9092
60 C 1.6760 1.5775 -3.5455
61 C 2.4516 2.4638 -2.6236
62 N 1.7909 3.0869 -1.7373
63 C 2.6278 2.9918 -0.5610
64 C 4.1126 2.7957 -0.9858
65 N 3.8158 2.2546 -2.3321
66 H -0.5818 -0.9274 -3.1902
67 H -0.2005 -1.0870 -5.6408
68 H 1.3907 0.4588 -6.7449
69 H 2.6301 2.1075 -5.3786
70 H 2.4023 3.6916 0.2399
71 H 4.8385 3.6126 -0.9783
72 H 4.5114 2.1433 -3.0475
73 N 2.9322 -1.9372 1.8166
74 C 2.5708 -1.9845 0.5391
75 N 3.5558 -2.1128 -0.3559
76 S 0.9441 -1.9356 0.0251
77 H 3.8964 -1.8050 2.0794
78 H 2.2379 -1.6661 2.4878
79 H 4.5165 -2.2445 -0.0863
80 H 3.3032 -2.2298 -1.3212

Cartesian forces, eV/Å:
V 1.227 -0.457 1.258
N -0.098 -0.012 -0.362
C -0.249 -0.674 0.532
S -0.122 0.124 -0.161
N -0.135 0.715 -0.435
N -0.989 -0.201 -0.299
C -0.006 -0.254 0.260
C -0.128 -0.021 0.119
C -0.026 0.063 0.060
C 0.006 0.001 -0.010
C 0.037 0.017 -0.014
C -0.044 -0.018 0.056
C 0.006 -0.202 -0.091
C -0.309 0.316 -0.925
C -0.229 -0.366 -0.148
C -0.291 -0.111 -0.385
C 0.126 -0.070 0.235
C 0.253 0.099 0.330
N 0.888 1.126 0.405
H 0.023 0.024 -0.034
H 0.015 0.066 0.142
H 0.005 -0.010 -0.129
H 0.098 0.010 -0.039
H 0.105 0.016 0.061
H -0.011 0.001 0.077
H -0.073 0.062 0.037
H 0.002 -0.034 0.066
H 0.032 0.145 -0.016
H 0.037 0.069 -0.030
H -0.056 0.008 -0.088
N 0.010 -0.672 1.444
C -0.366 -0.014 -0.631
C -0.207 -0.102 -0.001
C -0.056 -0.003 -0.048
C 0.025 0.042 -0.045
C 0.125 -0.024 0.005
C 0.409 0.119 -0.007
C 0.112 -0.043 0.201
C -0.030 -0.156 0.098
C 0.046 0.012 -0.118
C -0.138 -0.121 0.041
C -0.026 0.770 0.640
C 0.749 0.745 -0.233
H -0.264 0.053 0.013
H -0.240 -0.238 0.062
H 0.099 0.017 0.038
H 0.031 -0.003 -0.073
H 0.000 -0.023 -0.049
H -0.174 0.006 0.004
H -0.059 -0.025 -0.192
H -0.196 0.017 -0.040
H -0.074 -0.054 0.074
H -0.175 -0.223 -0.322
O 0.846 -0.172 -2.743
C 0.089 0.315 0.917
C -0.183 -0.075 0.029
C -0.041 -0.076 -0.015
C 0.007 -0.039 -0.043
C 0.014 0.089 0.067
C 0.108 0.060 0.276
C 0.181 -0.335 -0.336
N -0.213 0.079 0.733
C 0.052 -0.330 -0.309
C -0.190 -0.088 -0.114
N -0.157 -0.093 0.228
H -0.054 0.020 -0.032
H 0.051 0.075 0.083
H -0.005 0.008 0.100
H -0.018 -0.031 0.034
H 0.043 -0.053 -0.019
H -0.060 -0.021 -0.078
H -0.010 0.000 -0.037
N 0.006 0.076 0.304
C -0.098 -0.015 -0.413
N -0.135 -0.032 -0.132
S 0.176 -0.025 0.086
H -0.017 0.025 0.006
H -0.096 0.095 0.113
H -0.004 -0.001 0.001
H 0.012 0.035 -0.041

2.
Here is a cluster of 8 separate species, C29H48BN3O25P in total at a distorted geometry from the OMol25 dataset. Energies are from ωB97M-V with the def2-TZVPD basis set.

Properties
Kohn-Sham gap = 6.4 eV
E_LUMO = -5.16 eV
total charge = +1
HOMO energy = -11.58 eV

Geometry (Å):
1 C -0.9277 -0.8354 9.0141
2 C -0.0646 -0.0128 7.9940
3 C -0.4376 -0.2006 6.4573
4 C -1.9422 -0.5417 6.1778
5 C 0.6300 -1.1404 5.7793
6 C 0.3213 -2.5575 5.1916
7 P -0.9826 -3.7079 5.8601
8 O -2.3676 -3.4505 5.2949
9 O -0.5678 -5.2460 5.2726
10 O -0.9715 -3.8662 7.5199
11 N 0.2426 -2.4646 3.7058
12 C 0.1404 -1.0739 3.4553
13 N -0.5934 -0.5778 2.4552
14 N 0.8910 -0.4321 4.4622
15 B 2.3188 -0.0588 4.1649
16 C 3.5721 -1.0616 4.1646
17 O 2.5821 1.3024 3.8396
18 H -0.7561 -0.3740 10.0253
19 H -2.0246 -0.8008 8.8468
20 H -0.5339 -1.8777 9.1033
21 H 1.0226 -0.1957 8.1638
22 H -0.2493 1.0716 8.2219
23 H -0.2750 0.8135 6.0013
24 H -2.0231 -0.9170 5.1157
25 H -2.5394 0.3941 6.2290
26 H -2.3541 -1.3700 6.8013
27 H 1.5850 -1.2091 6.3597
28 H 1.2689 -3.1385 5.4073
29 H 0.3973 -5.2836 5.1664
30 H -0.4456 -4.6617 7.7151
31 H -0.4850 -3.0774 3.3270
32 H -1.4409 -0.0578 2.6757
33 H -0.4224 -0.7639 1.4691
34 H 3.1621 -2.0948 4.3372
35 H 4.2080 -0.7837 5.0478
36 H 4.1322 -0.9830 3.2049
37 H 1.9372 1.6086 3.1842
38 C 3.4159 2.7481 0.1446
39 C 4.5327 2.5158 1.1186
40 O 5.6508 2.2580 0.2677
41 C 5.3865 2.8345 -0.9313
42 O 6.1739 2.9501 -1.8119
43 O 4.0931 3.2655 -0.9962
44 H 2.6784 3.4606 0.5148
45 H 2.9046 1.8219 -0.1386
46 H 4.7467 3.3990 1.7264
47 H 4.3406 1.6682 1.7770
48 C 1.2199 3.9759 -2.7352
49 C 1.0155 3.5904 -4.1713
50 O 0.6114 2.2221 -4.0686
51 C 0.0893 2.0419 -2.8341
52 O -0.4908 1.0553 -2.4907
53 O 0.3061 3.1194 -2.0416
54 H 0.9888 5.0240 -2.5479
55 H 2.2334 3.7675 -2.3848
56 H 0.2196 4.1606 -4.6495
57 H 1.9186 3.6855 -4.7614
58 C 4.4736 7.3785 -0.3467
59 C 3.0678 7.1979 0.1527
60 O 3.1849 6.0672 1.0166
61 C 4.4795 6.0003 1.4211
62 O 4.8795 5.2721 2.2767
63 O 5.2569 6.8629 0.7286
64 H 4.7189 8.4213 -0.5412
65 H 4.6786 6.7919 -1.2459
66 H 2.7160 8.0528 0.7353
67 H 2.3592 7.0022 -0.6510
68 C 1.7236 0.9164 -8.4009
69 C 3.0899 1.2580 -7.8767
70 O 2.9490 2.6283 -7.5021
71 C 1.6332 2.8510 -7.2710
72 O 1.1953 3.8463 -6.7797
73 O 0.8770 1.7990 -7.6653
74 H 1.4524 -0.1229 -8.2208
75 H 1.6168 1.1312 -9.4668
76 H 3.3574 0.6753 -6.9916
77 H 3.8694 1.1382 -8.6275
78 C -3.6647 -6.3950 6.1013
79 C -3.8603 -6.7340 4.6512
80 O -4.2756 -8.0958 4.6993
81 C -4.8139 -8.3138 5.9289
82 O -5.4034 -9.2957 6.2383
83 O -4.5878 -7.2592 6.7567
84 H -3.8874 -5.3520 6.3195
85 H -2.6543 -6.6246 6.4523
86 H -4.6499 -6.1388 4.1851
87 H -2.9460 -6.6262 4.0691
88 C -3.3914 0.5840 -5.3462
89 C -2.1152 0.0357 -4.7729
90 O -1.8404 -1.0770 -5.6238
91 C -2.4657 -0.8483 -6.8043
92 O -2.3032 -1.4998 -7.7879
93 O -3.2992 0.2195 -6.7224
94 H -3.4714 1.6645 -5.2346
95 H -4.2807 0.1163 -4.9151
96 H -1.2883 0.7431 -4.8399
97 H -2.2232 -0.2832 -3.7390
98 C -4.5052 -2.7855 -9.5151
99 C -5.5539 -1.7139 -9.4341
100 O -5.9586 -1.5661 -10.7925
101 C -5.6695 -2.7306 -11.4321
102 O -6.0298 -2.9986 -12.5322
103 O -4.9159 -3.5459 -10.6507
104 H -4.4732 -3.4089 -8.6226
105 H -3.5093 -2.3819 -9.7006
106 H -6.4196 -2.0176 -8.8384
107 H -5.1637 -0.7765 -9.0389

Cartesian forces, eV/Å:
C 1.124 0.242 0.786
C -1.272 0.535 0.065
C 0.254 0.113 1.248
C 0.735 -0.327 -0.934
C -0.268 0.530 -1.364
C 2.301 -2.035 1.284
P -4.233 -1.963 -0.721
O 3.086 -0.008 1.220
O 0.691 2.693 1.055
O 0.924 0.264 -2.855
N -1.916 2.333 0.557
C 1.790 -2.799 2.665
N 0.346 0.858 -0.815
N -1.812 -0.718 -1.740
B 1.633 2.788 -0.965
C -1.461 -0.153 1.110
O -0.464 -2.556 -0.373
H -0.186 -0.439 -0.880
H 0.836 -0.132 -0.102
H -0.712 0.697 -0.216
H -0.786 0.126 -0.127
H 0.279 -0.928 -0.193
H 0.126 -1.077 0.253
H -0.123 0.395 0.908
H 0.260 -0.782 0.280
H 0.268 0.923 -0.405
H -0.941 0.243 -0.400
H -0.805 0.416 -0.098
H -0.121 -0.513 -0.043
H -0.176 0.104 0.349
H 0.047 0.444 -0.264
H 0.691 0.381 0.046
H -0.230 -0.492 0.425
H 0.839 0.682 -0.303
H -0.223 -0.311 -0.943
H -0.329 -0.068 0.831
H -0.170 0.521 0.581
C -0.679 -0.064 0.092
C 0.120 -0.062 0.857
O -0.331 0.121 -0.454
C 0.693 -0.119 -0.201
O -0.245 0.042 0.080
O 0.155 0.005 0.115
H 0.094 0.105 -0.174
H 0.038 0.012 -0.067
H -0.064 -0.348 -0.152
H 0.209 -0.056 -0.115
C 0.438 0.463 0.217
C 0.174 0.568 0.008
O -0.202 -0.172 0.529
C 0.025 -0.069 -0.122
O 0.117 0.126 0.266
O -0.129 -0.393 -0.133
H -0.178 -0.132 0.116
H -0.072 -0.033 -0.031
H 0.051 -0.085 0.008
H -0.063 -0.138 0.079
C 0.207 0.331 -0.576
C -0.513 0.343 -0.226
O 0.289 -0.116 0.073
C 0.354 0.120 0.178
O -0.165 0.309 -0.059
O -0.351 -0.288 0.252
H 0.148 -0.089 0.155
H -0.001 -0.020 0.075
H 0.042 -0.064 0.013
H -0.005 -0.166 0.146
C -0.148 -0.540 -0.405
C 0.530 -0.386 -0.060
O -0.395 0.080 0.106
C -0.170 0.156 -0.176
O 0.086 -0.163 -0.563
O 0.231 0.317 0.203
H -0.171 0.138 0.090
H 0.001 0.040 0.066
H -0.044 0.056 -0.015
H 0.002 0.221 0.081
C 0.151 0.519 0.363
C 0.143 0.254 -0.526
O 0.014 0.106 0.268
C -0.331 -0.539 0.149
O 0.113 0.172 -0.048
O 0.063 -0.100 -0.288
H -0.099 -0.116 0.099
H -0.028 -0.065 -0.048
H 0.014 -0.016 0.065
H -0.066 -0.193 -0.015
C -0.396 0.339 0.252
C 0.199 0.171 0.476
O -0.280 0.062 -0.362
C 0.145 -0.143 -0.180
O -0.038 0.100 0.115
O 0.198 -0.276 -0.002
H -0.013 -0.051 -0.228
H 0.037 -0.014 -0.052
H -0.050 -0.081 -0.056
H 0.128 -0.143 -0.130
C 0.532 -0.183 0.327
C -0.148 0.390 0.446
O 0.127 -0.255 -0.048
C -0.118 -0.169 -0.444
O 0.044 0.057 0.150
O -0.307 0.260 -0.089
H 0.008 -0.115 -0.168
H -0.084 -0.008 0.026
H 0.016 -0.025 -0.058
H -0.050 0.023 -0.190

3.
Here is a structure of composition C29H25Cl2GeO3SY at a distorted geometry from the OMol25 dataset. Energies are from ωB97M-V with the def2-TZVPD basis set.

Properties
Kohn-Sham gap = 8.0 eV
relative energy (zero: lowest compared OMol25 entry of this formula, charge and spin) = 2.247 eV
E_LUMO = -0.27 eV
total charge = 0
HOMO energy = -8.27 eV

Geometry (Å):
1 Y 0.0052 -0.4194 0.2180
2 Cl 1.6667 1.2743 1.5311
3 C 1.6306 0.8451 3.2765
4 C 2.2791 1.7614 4.0756
5 C 2.3229 1.5090 5.4376
6 C 1.7192 0.3622 5.9260
7 C 1.0801 -0.5203 5.0686
8 Cl 0.3586 -1.9256 5.8051
9 C 0.9990 -0.3253 3.6850
10 S 0.1968 -1.4667 2.6165
11 H 2.7375 2.6398 3.6444
12 H 2.8215 2.1956 6.1078
13 H 1.7325 0.1299 6.9815
14 C -2.1965 2.3219 -1.1154
15 C -1.3677 1.2462 -0.5584
16 O -1.6792 0.7584 0.5705
17 H -3.0986 2.5478 -0.5443
18 H -2.4355 2.0714 -2.1532
19 H -1.5568 3.2094 -1.1920
20 O 2.9924 -2.9059 -0.9001
21 C 1.8785 -2.4543 -0.8421
22 O 1.5759 -1.1578 -0.8709
23 C 0.6262 -3.3231 -0.7500
24 C -0.4962 -2.9154 -1.7433
25 Ge -0.0775 -3.0973 -3.6471
26 C 0.6241 -4.8627 -3.9106
27 C 1.7905 -5.0878 -4.6429
28 C 2.2796 -6.3780 -4.8263
29 C 1.6061 -7.4609 -4.2800
30 C 0.4415 -7.2569 -3.5498
31 C -0.0427 -5.9676 -3.3681
32 C 1.0824 -1.7500 -4.3617
33 C 0.5648 -0.8495 -5.2989
34 C 1.3697 0.1253 -5.8826
35 C 2.7121 0.2065 -5.5448
36 C 3.2489 -0.6903 -4.6311
37 C 2.4457 -1.6611 -4.0479
38 C -1.8070 -2.9401 -4.4735
39 C -2.6011 -1.8103 -4.2390
40 C -3.8644 -1.6894 -4.8035
41 C -4.3597 -2.7029 -5.6157
42 C -3.5886 -3.8301 -5.8591
43 C -2.3222 -3.9462 -5.2906
44 H 0.2581 -3.3162 0.2854
45 H 0.9291 -4.3516 -0.9397
46 H -0.8553 -1.8876 -1.6257
47 H -1.3814 -3.5371 -1.5934
48 H 2.3326 -4.2555 -5.0772
49 H 3.1885 -6.5340 -5.3939
50 H 1.9890 -8.4640 -4.4210
51 H -0.0871 -8.0999 -3.1224
52 H -0.9565 -5.8350 -2.7963
53 H -0.4772 -0.9002 -5.5894
54 H 0.9463 0.8137 -6.6035
55 H 3.3412 0.9634 -5.9976
56 H 4.2978 -0.6374 -4.3664
57 H 2.9035 -2.3415 -3.3444
58 H -2.2372 -0.9978 -3.6160
59 H -4.4626 -0.8064 -4.6141
60 H -5.3444 -2.6138 -6.0576
61 H -3.9699 -4.6216 -6.4924
62 H -1.7357 -4.8351 -5.4954

Cartesian forces, eV/Å:
Y 1.065 -1.085 0.476
Cl 0.159 0.056 0.552
C 0.104 0.400 -0.885
C -0.027 -0.112 0.290
C -0.018 -0.021 -0.030
C 0.005 0.015 -0.053
C -0.124 -0.315 0.466
Cl 0.055 0.151 -0.224
C -0.122 -0.059 -0.200
S 0.185 -0.051 0.653
H -0.017 -0.025 -0.005
H -0.007 -0.012 -0.014
H 0.017 0.032 -0.003
C -0.154 0.386 -0.323
C 0.001 -0.089 0.268
O -2.159 1.501 -0.080
H 0.040 -0.042 0.042
H -0.051 0.015 0.052
H -0.071 -0.021 0.046
O 0.071 -0.124 0.012
C -0.278 0.761 -0.266
O 1.276 -1.098 -0.776
C -0.276 -0.160 -0.428
C 0.336 -0.253 0.653
Ge 0.012 -0.013 0.111
C 0.226 -0.602 -0.073
C -0.003 -0.139 0.008
C -0.088 0.072 0.050
C 0.000 0.022 0.002
C 0.028 0.110 -0.031
C 0.102 -0.060 -0.037
C 0.493 0.515 -0.406
C 0.169 0.121 0.016
C -0.027 -0.113 0.095
C -0.014 0.015 -0.023
C -0.058 -0.044 0.024
C -0.130 0.105 -0.088
C -0.621 0.081 -0.275
C -0.109 -0.088 -0.064
C 0.055 -0.072 -0.014
C 0.034 -0.015 0.014
C 0.093 0.042 0.073
C -0.138 0.074 -0.069
H 0.083 0.069 0.104
H -0.067 -0.066 0.001
H -0.076 0.226 0.005
H 0.018 -0.044 0.126
H -0.043 0.021 0.022
H -0.014 0.004 0.008
H -0.010 0.012 0.005
H 0.004 0.012 -0.002
H 0.011 0.059 -0.015
H -0.008 -0.035 0.013
H -0.001 -0.010 0.007
H -0.009 -0.018 0.010
H -0.023 0.002 -0.004
H -0.032 -0.086 0.119
H 0.063 -0.036 0.009
H 0.014 -0.009 0.007
H 0.016 0.009 0.010
H 0.008 0.010 0.010
H 0.029 0.021 0.031